This record from the Open Molecules 2025 dataset describes a cluster of 3 separate species, C21H46ClN3O6S in total at a distorted geometry. The level of theory is wB97M-V/def2-TZVPD.

## Properties
HOMO level ... -7.8943 eV
Electronic energy ... -2301.6873 Ha
LUMO ... 0.17 eV
Total charge ... 0
Orbital gap ... 0.2963 Eh

Element x y z (Å)
C -1.0665 0.5073 5.8819
C -1.1802 -0.4489 4.6044
O -0.3623 -1.3835 4.4610
O -2.2087 -0.1969 3.6637
C -1.6478 -0.1294 2.3115
C -1.6983 -1.5246 1.5293
C -1.9981 -1.3737 -0.0535
C -0.7985 -1.8524 -0.9892
Cl -0.5512 -3.6448 -0.5699
O -1.3966 -1.9495 -2.3265
S -0.0863 -2.1643 -3.3879
O -0.6488 -1.6174 -4.6814
O 0.3748 -3.5547 -3.6693
O 0.9334 -1.1378 -2.5599
C 0.5163 -0.9498 -1.1480
C 1.8064 -1.5356 -0.3626
C 0.1224 0.5751 -0.9130
N 1.2113 1.5426 -1.2010
H -2.0630 1.0638 5.9606
H -0.1918 1.2228 5.7792
H -0.9372 -0.1843 6.7877
H -0.5402 0.1624 2.4148
H -2.1339 0.7309 1.7244
H -2.5773 -2.1125 1.9851
H -0.7521 -2.1098 1.7575
H -2.8765 -2.0835 -0.2738
H -2.3873 -0.3260 -0.2742
H 1.5138 -1.5694 0.7356
H 2.0180 -2.6031 -0.7213
H 2.7473 -0.9244 -0.5681
H -0.1625 0.7005 0.1853
H -0.8384 0.7614 -1.5239
H 1.5525 1.4668 -2.1666
H 0.7963 2.4729 -1.0269
C -5.4587 4.5937 7.0514
C -4.3893 4.0664 6.0987
N -4.8208 3.9926 4.7099
C -3.8982 3.2443 3.8618
C -2.4940 3.8146 3.6608
C -5.3366 5.2285 4.1300
C -4.4131 6.4471 4.1194
H -6.3734 3.9990 6.9872
H -5.0955 4.5382 8.0812
H -5.7044 5.6391 6.8500
H -4.1336 3.0563 6.4428
H -3.4832 4.6733 6.2187
H -4.3576 3.0862 2.8797
H -3.7939 2.2371 4.2839
H -2.4985 4.6626 2.9747
H -1.8471 3.0511 3.2180
H -2.0322 4.1268 4.6003
H -6.2516 5.5027 4.6650
H -5.6736 5.0344 3.1058
H -3.8795 6.5810 5.0631
H -5.0036 7.3529 3.9494
H -3.6826 6.3928 3.3112
C 6.4097 -4.9768 -4.3367
C 5.0702 -4.3443 -4.7048
N 5.1793 -2.9817 -5.2064
C 3.8912 -2.2995 -5.2986
C 2.8612 -2.8497 -6.2846
C 6.0709 -2.7848 -6.3445
C 5.7812 -3.5785 -7.6188
H 6.9494 -4.3648 -3.6094
H 6.2429 -5.9599 -3.8882
H 7.0458 -5.1237 -5.2130
H 4.4655 -4.3359 -3.7896
H 4.5533 -5.0050 -5.4115
H 4.0597 -1.2397 -5.5206
H 3.4360 -2.3044 -4.3003
H 3.1139 -2.5938 -7.3146
H 1.8828 -2.4071 -6.0782
H 2.7498 -3.9335 -6.2100
H 7.0917 -3.0193 -6.0251
H 6.1072 -1.7189 -6.5953
H 5.5310 -4.6228 -7.4184
H 6.6671 -3.5750 -8.2621
H 4.9720 -3.1316 -8.1973

Forces on atoms 1 to 2 (eV/Å):
C -1.5 -0.8 -0.6
C 2.2 -1.9 0.3